Record 1
C4H11O4 | ωB97M-V/def2-TZVPD

Computed properties:
Orbital gap, eV: 7.32
Total charge: -1
LUMO level, eV: 3.13
ΔE to the lowest compared entry with this formula, charge and spin, eV: 3.414
Max |F|, Eh/bohr: 0.09673
2S+1: 1

```
19
C4H11O4 | the Open Molecules 2025 dataset | ωB97M-V/def2-TZVPD
C 1.9802 -0.4062 -1.1845
O 3.1374 -0.9191 -0.6387
C 0.7662 -0.2982 -0.0926
C -0.5160 0.2123 -0.7138
C -1.5248 0.3373 0.3084
O -2.6377 -0.3108 0.4112
H 1.5726 -0.8236 -2.1594
H 2.2440 0.6660 -1.5897
H 1.3038 0.3207 0.6938
H 0.6852 -1.2831 0.4090
H 0.0200 1.1335 -1.0369
H -0.8805 -0.5943 -1.4116
H -1.1473 0.9072 1.2020
H 4.7982 0.0231 1.4287
H 3.4646 -0.3288 0.4795
O 3.9184 0.4171 1.3149
H -5.0882 1.5337 -0.0212
H -4.3118 0.4381 0.2681
O -5.2798 0.6798 0.3917
```

Results of the Mulliken charge analysis, in e, for atoms 1 through 5:
1. C -0.530
2. O -0.745
3. C -0.713
4. C -0.348
5. C 0.090

---

Record 2
C4H11O6PS2 | ωB97M-V/def2-TZVPD

Computed properties:
Orbital gap, eV: 8.23
LUMO level, eV: -0.26
ΔE to the lowest compared entry with this formula, charge and spin, eV: 0.952
Max |F|, Eh/bohr: 0.09740
2S+1: 1

```
24
C4H11O6PS2 | the Open Molecules 2025 dataset | ωB97M-V/def2-TZVPD
C 0.8752 -2.6891 0.8431
C 2.1130 2.2648 -0.8742
C -0.5679 -2.2028 0.8686
C 0.9577 1.4113 -1.4486
O -3.0660 -0.8715 0.8494
O -1.5140 0.8446 1.2170
O 0.8376 0.3512 1.4561
O -0.0776 2.6948 1.4405
O -0.8397 -1.1694 -0.1638
O -0.2429 1.4744 -0.5781
P -2.8042 0.2779 -1.8655
S -2.1155 -0.2212 0.0263
S -0.0832 1.3641 1.0012
H 0.8333 -3.5181 0.1212
H 1.4982 -1.9419 0.5676
H 1.1103 -2.9329 1.7876
H 1.7285 3.1588 -0.5938
H 2.6710 1.8713 -0.0051
H 2.7018 2.6674 -1.8053
H -0.6787 -1.5487 1.6956
H -1.1229 -3.1185 0.8947
H 1.3638 0.4317 -1.4664
H 0.4413 1.7321 -2.4341
H -4.0193 -0.3303 -1.5341
```

Results of the Mulliken charge analysis, in e, for atoms 1 through 5:
1. C -1.475
2. C -1.241
3. C -0.299
4. C -0.116
5. O -0.601

---

no.,calculated total energy (eV)
1,-12515.195
2,-47565.281